{"formula": "C5H12N2O", "method": "ωB97M-V/def2-TZVPD", "max_force_ha_per_bohr": 0.026, "e_homo_ev": -5.978, "total_energy_ha": -382.30794, "e_above_lowest_ev": 5.295, "homo_lumo_gap_ev": 6.61, "species": ["C", "C", "C", "N", "N", "C", "C", "O", "H", "H", "H", "H", "H", "H", "H", "H", "H", "H", "H", "H"], "xyz": [[0.03, 0.69, -1.01], [-1.31, 0.79, -0.46], [0.70, -1.73, -0.10], [0.69, -0.31, 0.28], [0.89, 1.85, -1.01], [-0.30, 0.10, 1.33], [-0.83, -0.80, 2.22], [0.15, 0.04, -2.24], [1.07, 0.13, -2.53], [1.64, -0.03, 0.55], [0.77, 2.39, -0.16], [0.62, 2.44, -1.79], [-1.73, 1.78, -0.40], [-2.01, 0.02, -0.77], [-0.07, 1.10, 1.70], [0.82, -2.39, 0.76], [1.48, -1.90, -0.84], [-0.25, -1.96, -0.58], [-1.32, -0.41, 3.10], [-1.06, -1.81, 1.94]]}

{"formula": "C5H12N2O", "method": "ωB97M-V/def2-TZVPD", "max_force_ha_per_bohr": 0.070, "e_homo_ev": -9.134, "total_energy_ha": -382.39553, "e_above_lowest_ev": 2.912, "homo_lumo_gap_ev": 10.01, "species": ["C", "C", "C", "C", "N", "N", "C", "O", "H", "H", "H", "H", "H", "H", "H", "H", "H", "H", "H", "H"], "xyz": [[-0.19, 1.87, 1.40], [-0.78, 0.68, 0.66], [0.25, -0.06, -0.26], [-0.26, -0.71, -1.58], [-0.33, 0.22, -2.74], [0.91, -1.21, 0.29], [0.49, -1.91, 1.45], [1.19, -2.77, 1.92], [0.19, 1.55, 2.43], [-0.92, 2.63, 1.82], [0.58, 2.37, 0.79], [-1.22, -0.05, 1.45], [-1.56, 1.00, -0.04], [1.19, 0.62, -0.34], [0.43, -1.59, -1.80], [-1.24, -1.16, -1.62], [0.60, 0.30, -3.00], [-0.52, 1.21, -2.33], [1.59, -1.64, -0.37], [-0.40, -1.35, 1.88]]}

{"formula": "C5H12N2O", "method": "ωB97M-V/def2-TZVPD", "max_force_ha_per_bohr": 0.071, "e_homo_ev": -7.831, "total_energy_ha": -382.29433, "e_above_lowest_ev": 5.665, "homo_lumo_gap_ev": 8.79, "species": ["C", "C", "C", "C", "N", "C", "O", "N", "H", "H", "H", "H", "H", "H", "H", "H", "H", "H", "H", "H"], "xyz": [[1.64, -0.18, -0.06], [-0.59, 1.81, 0.21], [-1.19, -1.49, -1.38], [1.79, 0.20, 1.39], [-0.24, 0.49, -0.28], [-1.23, -0.51, -0.24], [0.64, 0.52, -1.41], [-2.06, -0.49, 0.72], [-2.70, -1.28, 0.68], [1.42, -1.23, -0.21], [2.52, 0.10, -0.63], [-1.41, 2.19, -0.41], [0.27, 2.48, 0.13], [-0.92, 1.76, 1.24], [-2.09, -2.10, -1.39], [-0.32, -2.14, -1.30], [-1.09, -0.96, -2.33], [1.92, 1.27, 1.52], [0.95, -0.15, 2.00], [2.70, -0.29, 1.75]]}

{"formula": "C5H12N2O", "method": "ωB97M-V/def2-TZVPD", "max_force_ha_per_bohr": 0.070, "e_homo_ev": -8.454, "total_energy_ha": -382.42748, "e_above_lowest_ev": 2.042, "homo_lumo_gap_ev": 9.25, "species": ["C", "N", "C", "C", "O", "N", "C", "C", "H", "H", "H", "H", "H", "H", "H", "H", "H", "H", "H", "H"], "xyz": [[2.57, -1.47, 0.75], [1.43, -1.11, 1.61], [0.40, -0.20, 1.05], [0.12, -0.02, -0.39], [0.95, -0.34, -1.24], [-1.10, 0.42, -0.79], [-1.21, 1.04, -2.14], [-2.19, 0.80, 0.09], [3.17, -0.61, 0.45], [2.20, -1.99, -0.12], [3.19, -2.14, 1.36], [1.71, -0.76, 2.50], [-0.53, -0.53, 1.56], [0.45, 0.74, 1.61], [-0.43, 0.58, -2.73], [-2.21, 0.81, -2.48], [-1.01, 2.10, -2.04], [-2.09, 0.40, 1.09], [-3.12, 0.41, -0.34], [-2.31, 1.89, 0.19]]}

{"formula": "C5H12N2O", "method": "ωB97M-V/def2-TZVPD", "max_force_ha_per_bohr": 0.113, "e_homo_ev": -9.009, "total_energy_ha": -382.37111, "e_above_lowest_ev": 3.576, "homo_lumo_gap_ev": 9.83, "species": ["N", "C", "C", "C", "C", "N", "C", "O", "H", "H", "H", "H", "H", "H", "H", "H", "H", "H", "H", "H"], "xyz": [[1.31, -2.56, 0.62], [0.80, -1.37, 1.27], [-0.71, -0.93, 1.02], [-0.87, -0.55, -0.49], [0.24, 0.02, -1.31], [0.56, 1.40, -0.93], [-0.22, 2.41, -0.26], [-1.36, 2.13, -0.07], [0.83, -2.53, -0.26], [1.31, -3.34, 1.22], [1.35, -0.50, 0.94], [0.99, -1.54, 2.50], [-1.60, -1.60, 1.41], [-0.82, 0.09, 1.57], [-1.12, -1.45, -1.12], [-1.86, 0.24, -0.45], [1.17, -0.58, -1.35], [0.07, -0.12, -2.30], [1.63, 1.61, -0.82], [0.36, 3.25, 0.01]]}

{"formula": "C5H12N2O", "method": "ωB97M-V/def2-TZVPD", "max_force_ha_per_bohr": 0.093, "e_homo_ev": -9.018, "total_energy_ha": -382.35176, "e_above_lowest_ev": 4.103, "homo_lumo_gap_ev": 9.95, "species": ["C", "N", "C", "C", "O", "C", "C", "N", "H", "H", "H", "H", "H", "H", "H", "H", "H", "H", "H", "H"], "xyz": [[-1.06, -0.40, -1.85], [-0.38, -0.49, -0.55], [-1.38, -0.38, 0.55], [-1.56, -1.70, 1.12], [-2.46, -1.79, 1.88], [0.72, 0.58, -0.55], [1.37, 0.56, 0.79], [2.70, 1.30, 0.92], [-1.71, -1.27, -1.76], [-1.53, 0.70, -1.98], [-0.30, -0.58, -2.67], [-2.23, 0.12, -0.02], [-1.15, 0.43, 1.32], [-1.21, -2.66, 0.71], [1.48, 0.16, -1.35], [0.51, 1.57, -0.90], [0.80, 1.03, 1.56], [1.45, -0.57, 1.10], [2.76, 1.98, 1.59], [3.17, 1.41, 0.09]]}

{"formula": "C5H12N2O", "method": "ωB97M-V/def2-TZVPD", "max_force_ha_per_bohr": 0.037, "e_homo_ev": -6.934, "total_energy_ha": -382.41458, "e_above_lowest_ev": 2.393, "homo_lumo_gap_ev": 7.96, "species": ["N", "C", "C", "N", "C", "C", "C", "O", "H", "H", "H", "H", "H", "H", "H", "H", "H", "H", "H", "H"], "xyz": [[1.10, 2.11, 2.06], [0.71, 0.95, 1.46], [-0.35, 0.67, 0.70], [-1.22, 1.62, 0.14], [-0.84, -0.76, 0.47], [-0.72, -1.22, -0.99], [0.71, -1.54, -1.37], [1.22, -1.04, -2.63], [1.90, 2.19, 2.66], [0.66, 2.98, 1.83], [1.28, 0.08, 1.74], [-2.22, 1.60, 0.23], [-0.86, 2.56, 0.15], [-0.34, -1.54, 1.05], [-1.82, -0.79, 0.95], [-1.30, -2.13, -1.25], [-1.12, -0.42, -1.65], [1.42, -1.17, -0.62], [0.85, -2.62, -1.53], [0.93, -1.52, -3.39]]}

{"formula": "C5H12N2O", "method": "ωB97M-V/def2-TZVPD", "max_force_ha_per_bohr": 0.084, "e_homo_ev": -9.385, "total_energy_ha": -382.42165, "e_above_lowest_ev": 2.201, "homo_lumo_gap_ev": 10.29, "species": ["C", "C", "C", "C", "C", "O", "N", "N", "H", "H", "H", "H", "H", "H", "H", "H", "H", "H", "H", "H"], "xyz": [[1.04, -1.76, -0.72], [1.39, -0.37, -0.19], [0.29, 0.63, 0.56], [0.74, 2.05, 0.81], [-0.59, 0.54, -0.65], [-0.44, 1.17, -1.70], [-1.85, 0.03, -0.37], [-2.14, -0.80, 0.72], [0.50, -2.34, 0.02], [0.44, -1.68, -1.62], [1.94, -2.31, -0.97], [1.89, 0.20, -0.96], [2.12, -0.51, 0.61], [-0.11, 0.11, 1.43], [1.22, 2.46, -0.07], [-0.15, 2.66, 0.97], [1.42, 2.11, 1.65], [-2.47, 0.03, -1.18], [-2.27, -1.77, 0.44], [-2.97, -0.47, 1.21]]}

{"formula": "C5H12N2O", "method": "ωB97M-V/def2-TZVPD", "max_force_ha_per_bohr": 0.060, "e_homo_ev": -8.124, "total_energy_ha": -382.33996, "e_above_lowest_ev": 4.424, "homo_lumo_gap_ev": 8.97, "species": ["C", "C", "N", "O", "H", "H", "H", "H", "H", "C", "C", "C", "N", "H", "H", "H", "H", "H", "H", "H"], "xyz": [[-1.27, 1.57, -0.90], [-0.99, 0.24, -0.27], [-1.81, -0.80, -0.65], [-0.65, 0.26, 1.03], [-2.06, -0.81, -1.63], [-1.51, -1.72, -0.36], [-1.30, 1.51, -1.99], [-2.24, 1.94, -0.54], [-0.51, 2.29, -0.59], [0.90, -0.30, -1.03], [1.69, 0.22, 1.67], [0.58, -0.62, 1.10], [0.41, -1.87, 1.33], [-0.57, -2.11, 1.45], [1.45, 0.44, 2.71], [0.48, -0.97, -1.78], [1.13, 0.68, -1.46], [1.86, -0.77, -0.82], [2.61, -0.35, 1.62], [1.81, 1.16, 1.13]]}

{"formula": "C5H12N2O", "method": "ωB97M-V/def2-TZVPD", "max_force_ha_per_bohr": 0.158, "e_homo_ev": -7.163, "total_energy_ha": -382.18831, "e_above_lowest_ev": 8.550, "homo_lumo_gap_ev": 8.04, "species": ["C", "N", "C", "N", "C", "C", "C", "O", "H", "H", "H", "H", "H", "H", "H", "H", "H", "H", "H", "H"], "xyz": [[1.12, 1.20, 0.75], [0.24, 0.68, -0.28], [-0.39, 1.76, -1.04], [0.06, -0.95, -0.45], [1.10, -1.93, -0.41], [-1.33, -0.86, -0.33], [-1.08, -0.64, 1.38], [-0.59, -1.41, 2.20], [0.54, 1.75, 1.50], [1.72, 0.43, 1.24], [1.83, 1.91, 0.32], [-0.99, 1.41, -1.89], [-1.09, 2.32, -0.42], [0.34, 2.43, -1.51], [1.45, -2.05, 0.62], [1.93, -1.61, -1.06], [0.74, -2.89, -0.77], [-1.71, -1.52, -1.13], [-2.12, -0.12, -0.45], [-1.79, 0.11, 1.75]]}

{"formula": "C5H12N2O", "method": "ωB97M-V/def2-TZVPD", "max_force_ha_per_bohr": 0.051, "e_homo_ev": -9.795, "total_energy_ha": -382.43124, "e_above_lowest_ev": 1.940, "homo_lumo_gap_ev": 10.01, "species": ["C", "N", "C", "N", "O", "H", "H", "H", "H", "C", "C", "C", "H", "H", "H", "H", "H", "H", "H", "H"], "xyz": [[0.75, -1.51, 1.33], [1.40, -0.85, 0.44], [1.93, 0.42, 0.83], [2.30, 1.14, -0.25], [2.05, 0.80, 1.97], [0.67, -2.58, 1.18], [0.64, -1.15, 2.36], [2.31, 0.71, -1.16], [2.68, 2.06, -0.12], [-1.83, -0.96, -0.08], [-1.06, -0.14, -1.06], [-1.15, 1.36, -0.83], [-2.04, -1.97, -0.43], [-1.08, -1.19, 0.81], [-2.76, -0.50, 0.26], [-1.33, -0.40, -2.09], [0.04, -0.45, -0.86], [-0.80, 1.61, 0.17], [-0.53, 1.90, -1.54], [-2.18, 1.71, -0.93]]}

{"formula": "C5H12N2O", "method": "ωB97M-V/def2-TZVPD", "max_force_ha_per_bohr": 0.077, "e_homo_ev": [-7.809, -7.806], "total_energy_ha": -382.32495, "e_above_lowest_ev": 4.832, "homo_lumo_gap_ev": [7.70, 7.70], "species": ["C", "C", "O", "N", "C", "C", "H", "H", "H", "H", "H", "H", "H", "H", "H", "C", "N", "H", "H", "H"], "xyz": [[0.65, 1.47, 1.23], [0.29, 0.98, -0.16], [0.04, 1.76, -1.07], [-0.57, -0.33, -0.11], [-1.41, -0.58, 1.05], [-1.21, -0.64, -1.38], [1.05, 0.67, 1.85], [-0.23, 1.90, 1.70], [1.40, 2.25, 1.12], [-0.79, -0.71, 1.93], [-1.98, -1.50, 0.90], [-2.12, 0.24, 1.22], [-0.54, -0.39, -2.20], [-1.44, -1.71, -1.41], [-2.13, -0.07, -1.51], [1.93, -0.22, -0.61], [1.30, -1.27, -0.08], [2.69, 0.24, 0.01], [2.09, -0.14, -1.69], [0.98, -1.95, -0.77]]}